The following is a quantum chemistry calculation of a structure of composition C2H4P2 at a distorted geometry, from the Open Molecules 2025 dataset.

Geometry as ORCA input:
```
! RIJCOSX wB97M-V def2-TZVPD def2/J DEFGRID3
* xyz 0 1
C 1.191 0.748 0.919
C -0.359 -1.078 0.423
P 0.244 -0.163 1.943
P 0.953 -0.088 -0.677
H 1.840 1.489 1.121
H 0.072 -2.117 0.493
H -1.350 -0.972 -0.126
H 0.278 1.441 -1.789
*
```

Computed properties:
**Lowest unoccupied orbital energy**: -0.50 eV
**Energy relative to the best compared isomer or geometry (same formula, charge and spin)**: 225.7 kJ/mol
**Frontier orbital gap**: 0.29256 Ha
**Strongest force on any atom**: 3.432 eV/A
**Energy**: -761.168935 Eh
**Highest occupied orbital energy**: -0.3109 Ha